{"formula": "CH4N2O", "method": "ωB97M-V/def2-TZVPD", "elements": ["C", "N", "N", "O", "H", "H", "H", "H"], "coordinates": [[-1.023, 0.457, 0.703], [0.928, -1.155, -0.588], [0.526, 0.012, -0.658], [1.995, -1.545, -1.068], [-1.778, 0.319, 0.027], [-1.022, -0.303, 1.398], [-0.707, 1.389, 0.875], [1.081, 0.826, -0.688]], "lowdin_charge": [0.22, -0.27, 0.03, -0.10, 0.01, 0.03, 0.00, 0.07], "homo_energy_ha": [-0.313, -0.313], "total_energy_ha": -225.05758, "relative_energy_ev": 6.3790, "lumo_ev": [-0.528, -0.528]}